Record 1
{
  "formula": "C22H14O2PS5Sn",
  "method": "wB97M-V/def2-TZVPD",
  "total_charge": 1,
  "homo_energy_ha": -0.4189,
  "gap_ha": 0.2069,
  "elements": ["Sn", "O", "C", "O", "C", "C", "C", "C", "C", "C", "P", "C", "C", "C", "C", "C", "C", "C", "C", "C", "C", "C", "C", "H", "H", "H", "H", "H", "H", "H", "H", "H", "H", "H", "H", "H", "H", "S", "C", "S", "C", "C", "S", "S", "S"],
  "coordinates": [[2.316367, 1.638514, 0.730845], [-0.200619, 1.254894, 3.432607], [-0.275586, 1.570262, 2.267118], [0.616939, 2.336782, 1.652656], [-1.446394, 1.152613, 1.422447], [-2.707800, 1.228389, 2.003178], [-3.838178, 0.919509, 1.266247], [-3.719142, 0.512287, -0.056344], [-2.465378, 0.400573, -0.632529], [-1.320543, 0.715685, 0.099937], [0.287881, 0.431495, -0.681581], [0.492510, -1.355669, -0.859994], [1.671481, -1.805248, -1.463439], [1.940013, -3.160400, -1.541047], [1.041555, -4.075813, -1.004392], [-0.122706, -3.634090, -0.396183], [-0.399988, -2.274884, -0.319406], [0.161464, 1.136404, -2.339749], [0.194400, 2.527257, -2.445638], [0.078245, 3.131158, -3.686058], [-0.063932, 2.348934, -4.825275], [-0.095741, 0.966113, -4.724091], [0.015720, 0.355289, -3.482634], [-2.786899, 1.548336, 3.033439], [-4.815479, 1.001638, 1.722604], [-4.600306, 0.274925, -0.637137], [-2.374500, 0.064674, -1.659285], [2.372143, -1.092104, -1.886228], [2.846741, -3.506537, -2.018955], [1.253172, -5.135118, -1.063248], [-0.822352, -4.347013, 0.019541], [-1.308262, -1.933147, 0.160143], [0.287331, 3.142707, -1.555900], [0.098188, 4.209590, -3.766719], [-0.150281, 2.820745, -5.794945], [-0.209800, 0.358930, -5.612135], [-0.011589, -0.724267, -3.407330], [1.768139, -1.935689, 7.545999], [2.024108, -1.137855, 6.183794], [2.471146, 0.548256, 6.086628], [2.572960, 0.684878, 4.362630], [2.207314, -0.564024, 3.620960], [2.129250, -0.746514, 1.988317], [1.861265, -1.912783, 4.604669], [3.027144, 2.060320, 3.656484]],
  "forces_ev_per_a": [[0.0, 0.1, 0.0], [0.0, 0.0, 0.1], [0.0, 0.1, -0.1], [-0.1, -0.1, 0.1], [0.0, 0.0, 0.0], [0.0, 0.0, 0.0], [0.0, 0.0, 0.0], [0.0, 0.0, 0.0], [0.0, 0.0, 0.0], [-0.1, 0.0, -0.1], [0.1, 0.0, 0.0], [0.1, 0.0, 0.0], [0.0, 0.0, 0.0], [0.0, 0.0, 0.0], [0.0, 0.0, 0.0], [0.0, 0.0, 0.0], [0.0, 0.0, 0.0], [0.0, 0.0, 0.0], [0.0, 0.0, 0.0], [0.0, 0.0, 0.0], [0.0, 0.0, 0.0], [0.0, 0.0, 0.0], [0.0, 0.0, 0.0], [0.0, 0.0, 0.0], [0.0, 0.0, 0.0], [0.0, 0.0, 0.0], [0.0, 0.0, 0.0], [0.0, 0.0, 0.0], [0.0, 0.0, 0.0], [0.0, 0.0, 0.0], [0.0, 0.0, 0.0], [0.0, 0.0, 0.0], [0.0, 0.0, 0.0], [0.0, 0.0, 0.0], [0.0, 0.0, 0.0], [0.0, 0.0, 0.0], [0.0, 0.0, 0.0], [0.0, 0.0, 0.0], [0.0, 0.0, -0.1], [0.0, -0.1, -0.1], [0.0, 0.0, 0.0], [0.0, 0.0, 0.0], [0.0, -0.2, 0.0], [0.0, 0.1, 0.0], [0.1, 0.0, 0.0]]
}



Record 2
{
  "formula": "C3H6S",
  "method": "wB97M-V/def2-TZVPD",
  "total_charge": 0,
  "homo_energy_ha": -0.3225,
  "gap_ha": 0.3492,
  "elements": ["C", "C", "C", "H", "H", "H", "H", "H", "H", "S"],
  "coordinates": [[-0.695533, -0.580247, 0.802045], [0.518596, 0.338569, 0.771682], [1.166486, 0.644103, -0.481157], [-1.168365, 0.194501, -1.623909], [-1.640639, 0.058079, 1.168549], [-0.718567, -1.653992, 1.125024], [0.922619, 0.892600, 1.598096], [0.836368, -0.300833, -1.409529], [1.993771, 1.463180, -0.810926], [-1.214736, -1.055961, -1.139876]],
  "forces_ev_per_a": [[-2.3, 0.8, -2.2], [2.5, 0.8, -5.1], [-1.1, -2.9, 0.1], [-0.1, -0.1, 0.1], [2.1, -1.8, -0.6], [0.5, 1.3, 0.5], [-0.6, 0.0, 0.7], [1.3, 3.6, 2.8], [-2.1, -2.2, 1.5], [-0.1, 0.3, 2.1]]
}